[1]
# C5H10ClN

A cluster of 2 separate species, C5H10ClN in total (ωB97M-V with the def2-TZVPD basis set, the OMol25 dataset).

Properties
Lowest unoccupied orbital energy: 0.77 eV
DFT total energy: -711.3470 a.u.
Spin multiplicity: 1
Max |F|: 3.07 eV Å⁻¹

Positions of all 17 atoms, in Å:
1 C 1.4173 0.1106 0.1680
2 C 0.1962 0.4642 0.5303
3 C -1.0234 0.2917 -0.3833
4 C -0.1344 1.2798 1.7625
5 C 1.1462 -1.9724 -2.7555
6 N 0.1031 -1.9481 -3.5256
7 Cl 2.2027 -3.3436 -3.1775
8 H 1.6116 -0.6578 -0.5265
9 H -1.0492 1.1570 -1.1212
10 H -1.9758 0.2778 0.0881
11 H -0.7675 -0.6297 -0.9930
12 H 0.5041 1.2833 2.6478
13 H -1.1762 1.0519 2.0638
14 H 0.0682 2.3149 1.3592
15 H 2.2648 0.4513 0.7849
16 H 0.0276 -2.5265 -4.4246
17 H -0.7137 -1.3539 -3.3802

[2]
# C5H10ClN

An isolated molecule of C5H10ClN (ωB97M-V with the def2-TZVPD basis set, the OMol25 dataset).

Properties
Lowest unoccupied orbital energy: 0.97 eV
DFT total energy: -711.3401 a.u.
Spin multiplicity: 1
SMILES: C=CN(C)[C@H](C)Cl
Max |F|: 5.94 eV Å⁻¹

Positions of all 17 atoms, in Å:
1 C -1.0296 -0.3529 1.6951
2 C -1.4474 -0.3208 0.4529
3 N -0.1826 0.5010 -0.5607
4 C -0.2948 1.8709 -0.3009
5 C 0.9980 -0.2015 -0.6130
6 C 0.7807 -1.6787 -0.9008
7 Cl 2.0701 0.0969 0.9604
8 H -1.6707 -0.7845 2.4799
9 H -0.0409 -0.1093 1.9108
10 H -2.2949 -0.2910 -0.1841
11 H -1.3517 2.1583 -0.4722
12 H -0.0461 2.1061 0.7142
13 H 0.3299 2.3860 -1.1700
14 H 1.6927 0.4425 -1.1506
15 H 0.1557 -2.0024 -0.1716
16 H 1.8325 -2.1490 -0.7809
17 H 0.4990 -1.6716 -1.9085

[3]
# C5H10ClN2

The ion C5H10ClN2 with charge +1 (ωB97M-V with the def2-TZVPD basis set, the OMol25 dataset).

Properties
Lowest unoccupied orbital energy: -3.39 eV
DFT total energy: -765.8938 a.u.
Spin multiplicity: 1
Charge: +1
SMILES: [H]/N=C(\Cl)C[N@H+](C)C=C
Max |F|: 5.76 eV Å⁻¹

Positions of all 18 atoms, in Å:
1 H 3.7712 1.4525 0.5321
2 N 2.8891 1.2435 0.8332
3 C 2.2486 0.2233 0.4115
4 Cl 2.9345 -1.1681 -0.4402
5 C 0.8681 -0.1378 0.8266
6 N -0.0291 -0.4119 -0.3710
7 C -0.1002 0.7411 -1.2636
8 C -1.4375 -0.6394 0.0615
9 C -1.8286 -1.1083 1.2212
10 H 0.5033 0.7079 1.3403
11 H 0.9713 -1.0151 1.4944
12 H 0.2148 -1.2169 -0.8600
13 H -0.3410 1.4920 -0.5269
14 H 1.0115 0.8551 -1.5822
15 H -0.6549 0.7234 -2.1615
16 H -2.1494 -0.4467 -0.7724
17 H -2.9021 -1.1625 1.4484
18 H -1.2298 -1.2213 2.1080

[4]
# C5H10ClN2O3

The ion C5H10ClN2O3 with charge +1 (ωB97M-V with the def2-TZVPD basis set, the OMol25 dataset).

Properties
Lowest unoccupied orbital energy (alpha / beta): -2.54 / -8.66 eV
DFT total energy: -991.3854 a.u.
Spin multiplicity: 3
Charge: +1
Max |F|: 5.65 eV Å⁻¹

Positions of all 21 atoms, in Å:
1 C 3.2139 0.0248 -0.0536
2 C -1.3519 -1.6391 0.7128
3 C -2.1069 1.4785 -0.1215
4 C -0.3110 -0.5923 -1.2076
5 C -0.6110 -0.4267 0.3519
6 N 2.4720 0.7511 0.9995
7 N 1.1988 0.6594 1.1939
8 O 2.8945 -0.8493 -0.7964
9 O 0.7909 -0.3164 0.4758
10 O -1.0289 0.8533 0.5333
11 Cl 4.6320 0.9620 -0.0840
12 H -1.8770 -1.4545 1.5947
13 H -2.1148 -1.8741 0.0006
14 H -0.7536 -2.5420 0.5779
15 H -1.9052 2.0428 -1.0246
16 H -2.5261 2.2963 0.5301
17 H -2.8632 0.7367 -0.2459
18 H 0.2853 0.3349 -1.5075
19 H 0.1968 -1.5305 -1.6204
20 H -1.2932 -0.4532 -1.6744
21 H 3.0586 1.5384 1.3652

[5]
# C5H10ClN4

A structure of composition C5H10ClN4 (ωB97M-V with the def2-TZVPD basis set, the OMol25 dataset).

Properties
Lowest unoccupied orbital energy (alpha / beta): -3.40 / -6.68 eV
DFT total energy: -875.3208 a.u.
Spin multiplicity: 3
Charge: +1
Max |F|: 7.20 eV Å⁻¹

Positions of all 20 atoms, in Å:
1 C 1.3369 1.4698 -1.6170
2 C 0.2739 1.0564 -0.9318
3 C 2.7904 1.0310 0.3034
4 C 2.7275 1.2612 -1.1340
5 C 0.5688 0.4816 0.5367
6 N 1.7983 0.6521 0.9995
7 N -0.1716 -0.9699 2.3050
8 N -0.3812 -0.2492 1.1468
9 N -2.5390 -1.4080 0.2252
10 Cl 3.5618 2.8525 -1.7069
11 H 1.0203 1.6669 -2.6464
12 H -0.6616 1.1035 -1.2903
13 H 3.7873 1.1513 0.7421
14 H 3.2401 0.5221 -1.7475
15 H 0.6456 -0.6830 2.7796
16 H -1.0366 -1.2550 2.8279
17 H -1.4478 -0.7439 0.5765
18 H -2.5647 -1.3355 -0.7932
19 H -3.4721 -1.3831 0.7327
20 H -2.2255 -2.3016 0.5500

[6]
# C5H10ClNO

A cluster of 2 separate species, C5H10ClNO in total (ωB97M-V with the def2-TZVPD basis set, the OMol25 dataset).

Properties
Lowest unoccupied orbital energy (alpha / beta): 0.64 / -2.41 eV
DFT total energy: -786.4900 a.u.
Spin multiplicity: 3
Max |F|: 5.35 eV Å⁻¹

Positions of all 18 atoms, in Å:
1 C 0.0481 -0.5837 1.8433
2 C 1.8496 0.3701 -0.5988
3 C -2.8188 0.4578 -0.4381
4 C 2.0587 0.8423 0.8939
5 C 0.6324 0.5487 1.5312
6 N -0.4326 -1.6165 2.2928
7 O 3.1632 0.3274 1.5857
8 Cl -0.1617 2.1026 1.8053
9 H -2.0947 0.0927 -1.0801
10 H 0.7389 0.6377 -0.8775
11 H 2.0526 -0.7582 -0.6691
12 H 2.5614 0.8516 -1.3835
13 H -2.8630 -0.1175 0.4450
14 H -3.8794 0.6083 -0.9349
15 H -2.6065 1.5505 -0.0650
16 H 2.2095 1.9117 0.8320
17 H -0.8803 -2.1675 1.5309
18 H 3.1493 -0.6356 1.5416

[7]
# C5H10ClNS

An isolated molecule of C5H10ClNS (ωB97M-V with the def2-TZVPD basis set, the OMol25 dataset).

Properties
Lowest unoccupied orbital energy: 0.66 eV
DFT total energy: -1109.5326 a.u.
Spin multiplicity: 1
SMILES: N[C@@H]1C[C@@H](Cl)[C@@H]1CS
Max |F|: 6.22 eV Å⁻¹

Positions of all 18 atoms, in Å:
1 N -0.8809 1.5306 0.1841
2 C 0.3785 1.0068 0.3588
3 C 0.8997 0.6615 -1.0672
4 C 1.1657 -0.7835 -0.6436
5 Cl 3.0183 -0.9465 -0.1020
6 C 0.3794 -0.6460 0.7328
7 C -0.8698 -1.3518 0.8114
8 S -2.1366 -1.2913 -0.5993
9 H -0.9823 2.0230 -0.9747
10 H -1.2590 2.1974 0.8978
11 H 1.1466 1.4795 1.0423
12 H 1.7290 1.2266 -1.5415
13 H 0.0132 0.6915 -1.6703
14 H 1.1323 -1.6550 -1.3728
15 H 1.2147 -0.7361 1.5360
16 H -0.8207 -2.4871 1.0006
17 H -1.6361 -0.8733 1.5872
18 H -2.4920 -0.0463 -0.1795

[8]
# C5H10ClP

An isolated molecule of C5H10ClP (ωB97M-V with the def2-TZVPD basis set, the OMol25 dataset).

Properties
Lowest unoccupied orbital energy: 0.53 eV
DFT total energy: -997.9728 a.u.
Spin multiplicity: 1
SMILES: C/P=C(\Cl)C(C)C
Max |F|: 4.34 eV Å⁻¹

Positions of all 17 atoms, in Å:
1 C 3.0447 -1.1550 0.6017
2 P 1.4513 -0.5752 1.1771
3 C 0.7244 0.0014 -0.2211
4 Cl 1.2551 -0.2132 -1.7703
5 C -0.8704 0.8062 -0.1635
6 C -1.8129 0.5035 -1.2920
7 C -1.6115 0.4925 1.1526
8 H 2.9938 -1.4517 -0.4368
9 H 3.8790 -0.4060 0.5746
10 H 3.1933 -2.1670 0.9988
11 H -0.4392 1.7846 -0.1373
12 H -2.6530 1.1724 -1.2042
13 H -1.4914 0.6647 -2.2927
14 H -2.1559 -0.4554 -1.1357
15 H -2.0192 -0.5632 0.9112
16 H -2.5180 1.1287 1.2227
17 H -0.9704 0.4327 2.0149